No. 1
Formula: C3H3AgLiO3
Source: OMol25
Level of theory: the ωB97M-V functional and the def2-TZVPD basis

Calculated values
* total charge: +3
* lowest unoccupied orbital energy (alpha / beta): -13.786 / -19.157 eV
* 2S+1: 3
* HOMO-LUMO gap (alpha / beta): 9.3 / 6.2 eV

XYZ file:
```
11
Properties=species:S:1:pos:R:3:forces:R:3:lowdin_charge:R:1
Ag 3.428 -0.652 -2.060 2.06 0.20 -1.45 1.317
O 1.947 -0.438 -0.827 0.74 -1.05 0.23 0.115
O -0.135 -1.117 -0.418 1.73 -0.25 -0.92 0.123
O 0.388 1.061 -0.312 1.98 -0.34 -1.58 0.166
C 0.742 -0.282 -0.633 -4.93 2.39 2.36 -0.513
C -0.448 1.344 0.643 -0.69 -2.00 1.60 0.060
C -1.550 0.493 0.936 -0.01 1.40 -0.03 0.319
Li -0.300 -2.966 -0.861 -0.47 -0.84 0.02 0.924
H -0.051 2.048 1.377 -0.32 0.63 -0.30 0.199
H -2.275 0.225 0.167 0.19 -0.28 0.10 0.142
H -1.747 0.283 1.989 -0.27 0.14 -0.03 0.148
```
Positions in Å, forces in eV/Å.


No. 2
Formula: C3H3AgMgO2
Source: OMol25
Level of theory: the ωB97M-V functional and the def2-TZVPD basis

Calculated values
* total charge: +2
* lowest unoccupied orbital energy: -9.546 eV
* 2S+1: 1
* HOMO-LUMO gap: 6.8 eV

XYZ file:
```
10
Properties=species:S:1:pos:R:3:forces:R:3:lowdin_charge:R:1
Ag -0.452 -0.123 -3.315 0.02 0.30 0.36 0.897
Mg -1.493 -0.882 1.512 1.07 1.36 -0.69 1.258
O -0.989 -2.954 1.251 -0.34 1.09 0.20 -0.043
O -0.743 0.286 -0.962 0.17 0.45 0.81 -0.209
C 0.956 1.598 0.059 -0.19 0.36 0.95 -0.070
C -0.283 0.783 0.096 -0.70 -2.71 -1.31 -0.343
C -0.811 -4.056 1.049 0.19 -0.95 -0.13 0.201
H 1.765 1.028 0.546 -0.23 -0.01 -0.15 0.106
H 0.802 2.456 0.730 0.23 0.06 -0.42 0.104
H 1.246 1.866 -0.968 -0.23 0.04 0.37 0.098
```
Positions in Å, forces in eV/Å.


No. 3
Formula: C3H3AlClF4IN2
Source: OMol25
Level of theory: the ωB97M-V functional and the def2-TZVPD basis

Calculated values
* lowest unoccupied orbital energy: -2.795 eV
* 2S+1: 1
* HOMO-LUMO gap: 7.7 eV

XYZ file:
```
15
Properties=species:S:1:pos:R:3:forces:R:3:lowdin_charge:R:1
I -0.704 -3.521 0.177 0.24 0.26 0.13 1.029
Cl -0.631 -0.185 -0.499 0.47 0.38 0.41 0.860
Al -2.296 2.687 -2.485 -0.15 0.35 -0.22 -0.122
F -2.714 1.039 -2.135 0.46 0.40 0.11 -0.255
F -1.140 2.707 -3.747 -0.35 -0.15 0.55 -0.211
F -1.602 3.372 -1.068 -0.14 -0.48 -0.39 -0.225
F -3.686 3.565 -2.941 0.52 -0.43 0.23 -0.201
N 1.460 -0.141 1.265 0.01 -0.58 -0.07 0.130
N 0.557 -2.077 0.909 0.07 -1.45 0.19 -0.504
C 2.138 -1.087 2.009 1.15 -0.01 1.02 -0.057
C 1.602 -2.309 1.810 -0.22 1.10 -0.29 -0.103
C 0.516 -0.794 0.591 -1.42 0.40 -1.07 -0.791
H 1.631 0.854 1.196 -0.01 -0.12 0.02 0.189
H 1.897 -3.248 2.257 -0.36 0.07 -0.33 0.126
H 2.973 -0.864 2.664 -0.27 0.26 -0.29 0.137
```
Positions in Å, forces in eV/Å.


No. 4
Formula: C3H3BaO2
Source: OMol25
Level of theory: the ωB97M-V functional and the def2-TZVPD basis

Calculated values
* total charge: +1
* lowest unoccupied orbital energy: -5.052 eV
* 2S+1: 1
* HOMO-LUMO gap: 6.3 eV

XYZ file:
```
9
Properties=species:S:1:pos:R:3:forces:R:3:lowdin_charge:R:1
Ba -0.130 2.611 0.353 0.54 -0.97 -0.20 1.791
O 2.562 1.852 0.351 -0.18 -0.44 -0.09 -0.192
O 1.200 -0.650 -0.104 -8.23 2.61 0.10 -0.318
C -0.201 -0.130 -0.082 7.09 -0.92 0.82 -0.429
C 2.999 0.797 0.187 0.14 0.53 0.09 0.058
C -1.399 -0.997 -0.098 1.00 -0.42 -0.79 -0.165
H -1.209 -2.054 0.145 -0.20 0.32 -0.18 0.090
H -2.258 -0.570 0.446 0.38 -0.15 -0.24 0.066
H -1.565 -0.858 -1.199 -0.53 -0.55 0.49 0.099
```
Positions in Å, forces in eV/Å.